# 1
{"formula": "C8H15NO2", "method": "the ωB97M-V functional and the def2-TZVPD basis", "spin_multiplicity": 1, "gap_ev": 10.23, "symbols": ["C", "C", "C", "C", "C", "C", "C", "C", "H", "H", "H", "H", "H", "H", "H", "H", "H", "H", "H", "H", "H", "H", "H", "N", "O", "O"], "coordinates": [[2.746565, -0.108521, 1.926825], [1.376079, -0.420734, 2.122869], [0.838408, -0.069781, 3.719198], [0.510652, 0.501468, 1.271741], [0.326316, 1.404883, -0.955508], [-1.755686, 0.083101, -1.535511], [-0.811622, -1.160984, -2.033810], [-1.109582, -2.286012, -2.638356], [3.041615, -0.796608, 0.869240], [3.377407, -0.328027, 2.802551], [2.858553, 1.205961, 1.598203], [1.402091, -1.652523, 1.995598], [0.227575, 1.130968, 3.453433], [0.082033, -1.079252, 3.924827], [2.095251, 0.304051, 4.707017], [-0.594645, 0.401902, 1.387137], [0.550007, 1.537404, 1.696777], [0.878395, 0.941412, -1.880697], [0.387761, 2.485677, -0.704700], [-1.552404, 2.116423, -1.143414], [0.325183, -0.918818, -1.805993], [-0.349095, -3.100287, -2.720798], [-2.106506, -2.370975, -2.866279], [-1.172477, 1.159497, -1.009154], [1.066195, 0.533668, -0.058998], [-2.959029, 0.009543, -1.880192]], "forces_ev_per_a": [[3.956, 2.577, -4.267], [-2.742, -1.947, 3.543], [0.113, 1.123, -1.702], [-0.341, 0.527, 0.003], [0.665, -3.194, -0.956], [-2.469, -3.615, -4.219], [3.337, 3.546, 2.400], [1.618, -0.104, 0.976], [-0.051, 2.433, 3.156], [-0.006, -0.038, -0.689], [0.051, -4.108, 1.120], [-1.252, 3.147, 0.139], [1.632, -4.021, 1.824], [2.204, 3.472, 0.374], [-3.802, -1.419, -2.750], [0.607, -1.019, -0.846], [0.883, -0.455, -0.178], [-1.375, 2.233, 0.875], [0.543, -0.720, -0.301], [-0.779, -1.604, 0.198], [-2.435, -0.933, -0.231], [-0.893, 0.956, -0.432], [-2.304, -1.030, -0.729], [2.854, 2.608, 0.601], [-2.492, 0.958, 0.656], [2.479, 0.625, 1.433]]}

---

# 2
{"formula": "C2H7O2", "method": "the ωB97M-V functional and the def2-TZVPD basis", "spin_multiplicity": 1, "charge": -1, "gap_ev": 7.87, "symbols": ["C", "O", "C", "H", "H", "H", "H", "H", "H", "H", "O"], "coordinates": [[-0.006421, -0.323282, -0.468415], [1.180552, -0.385747, 0.206175], [-0.332068, 1.001808, -1.167450], [-0.086661, -1.153373, -1.213214], [-0.868642, -0.560688, 0.219965], [-1.419263, 1.104001, -1.184487], [0.153790, 1.840155, -0.666846], [0.059592, 1.014702, -2.191542], [0.911802, -0.615232, 1.510269], [-0.272792, -0.957837, 2.440880], [0.680111, -0.964512, 2.514662]], "forces_ev_per_a": [[0.133, -0.924, 0.716], [-0.095, 0.577, -0.693], [0.259, -0.204, -0.327], [-0.039, 0.250, -0.195], [0.113, 0.273, -0.104], [-0.044, 0.381, -0.196], [-0.235, -0.028, 0.318], [-0.123, -0.038, -0.010], [0.493, -0.419, 0.065], [-0.391, -0.120, 0.307], [-0.072, 0.251, 0.118]]}